Formula: C3H10N2O2
Source: the Open Molecules 2025 dataset
Level of theory: wB97M-V/def2-TZVPD

Geometry as XYZ:
```
17
Properties=species:S:1:pos:R:3:mulliken_charge:R:1
C 0.32 -1.57 0.71 -0.39
C -1.47 0.55 0.09 -0.22
C 1.96 1.19 -0.38 -0.76
N 0.74 1.08 0.35 -0.51
N -0.34 1.18 -0.39 0.17
O -0.40 -2.73 1.05 -0.53
O -2.45 0.33 -0.86 -0.51
H -1.18 -2.79 0.49 0.31
H -3.22 0.88 -0.69 0.34
H -0.25 1.08 -1.41 0.29
H 0.73 -1.61 -0.30 0.26
H 1.14 -1.48 1.41 0.26
H -1.81 0.90 1.06 0.29
H -0.68 -0.65 0.58 0.15
H 1.84 0.97 -1.46 0.32
H 2.67 0.47 0.03 0.23
H 2.40 2.18 -0.27 0.29
```

Electronic energy (Ha): -380.1112
Relative energy (zero: lowest compared OMol25 entry of this formula, charge and spin) (eV): 6.135
Net charge: 0
HOMO level (alpha / beta) (eV): -7.16 / -7.49

Formula: C3H10N2O2
Source: the Open Molecules 2025 dataset
Level of theory: wB97M-V/def2-TZVPD

Geometry as XYZ:
```
17
Properties=species:S:1:pos:R:3:mulliken_charge:R:1
C 0.67 1.13 1.70 -0.26
C -0.61 0.62 1.11 -0.74
C -0.49 0.57 -0.48 0.52
N -1.81 0.51 -1.00 -0.46
O 0.57 0.28 -1.07 -0.54
N 1.03 0.29 2.94 -0.16
H 0.67 2.22 1.84 0.36
H 1.43 1.10 0.93 0.32
H -1.37 1.32 1.22 0.32
H -1.03 -0.23 1.66 0.41
H -1.81 -0.33 -1.77 0.31
H -2.69 0.77 -0.60 0.24
H 0.53 -0.60 3.09 0.36
H 1.16 0.75 3.85 0.33
H 0.48 -2.57 -3.77 0.32
H 0.90 -1.89 -2.46 0.32
O 0.65 -2.79 -2.88 -0.64
```

Electronic energy (Ha): -379.9195
⟨S²⟩: 0.7549
Relative energy (zero: lowest compared OMol25 entry of this formula, charge and spin) (eV): 2.756
Net charge: +1
Spin multiplicity: 2
HOMO level (alpha / beta) (eV): -13.69 / -13.69

Formula: C3H10N2O2S
Source: the Open Molecules 2025 dataset
Level of theory: wB97M-V/def2-TZVPD

Geometry as XYZ:
```
18
Properties=species:S:1:pos:R:3:mulliken_charge:R:1
N 0.12 1.00 1.53 -0.24
C 0.96 -0.02 1.16 0.43
O 1.99 -0.17 1.80 -0.65
N 0.56 -0.84 0.12 -0.27
C -0.39 -0.42 -0.98 -0.60
C 0.26 0.48 -2.04 -0.60
S -0.35 2.13 -2.23 -0.20
H 0.28 1.65 2.27 0.20
H -0.78 1.20 1.12 0.14
H 1.40 -1.31 -0.22 0.23
H -1.21 0.06 -0.42 0.43
H -0.74 -1.41 -1.28 0.37
H 0.13 -0.01 -2.99 0.33
H 1.32 0.39 -1.76 0.30
H 0.00 2.67 -1.08 0.10
O -1.54 -1.97 1.83 -0.66
H -1.18 -1.95 0.93 0.36
H -0.82 -1.47 2.23 0.33
```

Electronic energy (Ha): -778.4907
Relative energy (zero: lowest compared OMol25 entry of this formula, charge and spin) (eV): 0.951
Net charge: 0
HOMO level (eV): -9.73